A molecular structure, C24H43ClP2Tc in a non-equilibrium geometry, computed with ωB97M-V with the def2-TZVPD basis set.

Geometry (Å):
Tc 0.34619 -0.04622 1.60569
C -1.79194 -0.76968 3.97375
C -1.33771 -1.60587 2.93771
C 0.47625 -0.99391 4.28416
C -0.68067 -0.39589 4.80057
C 0.14292 -1.68717 3.02041
C -3.21679 -0.45509 4.25245
H -3.82145 -0.57018 3.34095
H -3.35107 0.57192 4.62140
H -3.63356 -1.13646 5.01115
C -0.77771 0.34481 6.08151
H -1.43373 1.21771 5.99133
H 0.20608 0.69618 6.41221
H -1.18779 -0.29476 6.87401
C 1.75701 -1.15994 4.99424
H 1.71179 -1.98415 5.73221
H 2.04576 -0.25410 5.54460
H 2.55896 -1.40582 4.28743
C 0.89827 -2.89490 2.57437
H 0.82795 -3.66737 3.34986
H 1.95815 -2.66181 2.41824
H 0.49734 -3.30293 1.64176
C -2.16479 -2.48376 2.08203
H -2.54967 -3.36040 2.62675
H -1.57127 -2.85891 1.24146
H -3.02830 -1.94325 1.67604
C -0.44671 1.86261 0.98265
C -1.49390 0.90877 0.97352
C -2.05032 0.27409 -0.27302
C -1.14570 -0.77112 -0.94335
C 0.16628 -1.05202 -0.25454
C 1.26905 -0.12780 -0.22790
C 1.20901 1.23283 -0.89497
C 0.30402 2.29609 -0.25397
H -2.34837 1.03131 -1.02087
H -1.01066 -0.49320 -2.00575
H -2.98787 -0.22464 0.01018
H -0.39194 2.66745 -1.02197
H -0.53111 2.64819 1.73471
H -2.24675 1.04581 1.75126
H 0.92153 3.15885 0.02780
H 2.22719 1.65160 -0.95344
H 2.26178 -0.58719 -0.28792
H 0.88603 1.09382 -1.94331
H -1.71173 -1.72265 -0.95976
H 0.45181 -2.10443 -0.33908
P -0.45039 1.35417 -3.77879
C -0.56132 3.18004 -4.04364
C -1.66009 0.78880 -5.04948
P 1.92116 -0.53969 -4.40407
C 1.11214 1.10480 -4.73576
C 1.25433 -1.43684 -5.88313
C 3.55121 -0.12794 -5.18652
H 0.30833 3.66755 -3.58422
H -1.46717 3.56631 -3.55865
H -0.58664 3.41087 -5.11736
H -1.54767 1.36759 -5.97608
H -2.67572 0.93384 -4.65629
H -1.52489 -0.28075 -5.25192
H 3.41679 0.16730 -6.23550
H 4.19712 -1.01236 -5.12437
H 4.02178 0.68721 -4.62546
H 1.82176 1.89866 -4.44676
H 0.87701 1.17941 -5.81106
H 1.75576 -2.41118 -5.94089
H 1.45396 -0.87131 -6.80348
H 0.17887 -1.61415 -5.77524
Cl 1.36236 2.14512 3.65770
C 1.92442 1.05119 2.36671
H 2.42914 1.69845 1.64455
H 2.67589 0.40648 2.84318

Computed properties:
<S²>: 3.80
spin multiplicity: 4
ΔE to the lowest compared entry with this formula, charge and spin: 0.0 kcal per mole
E_LUMO (alpha / beta): -6.92 / -9.75 eV
highest occupied orbital energy (alpha / beta): -13.66 / -13.04 eV
electronic energy: -2163.21641 a.u.
net charge: +2
gap between HOMO and LUMO (alpha / beta): 0.2477 / 0.1209 Eh


A molecular structure, C24H43ErN2P3S2 in a non-equilibrium geometry, computed with ωB97M-V with the def2-TZVPD basis set.

Geometry (Å):
Er -0.67506 -0.19751 -1.06440
P 0.83949 0.39211 1.69772
P 1.97760 -0.34682 -2.06908
P -2.53245 -0.68450 0.93904
H -2.20230 -3.49863 -3.10003
C -2.80476 -2.81752 -2.47788
C -2.99370 -1.49485 -2.91993
H -3.28145 -1.36328 -3.96480
C 1.56149 -1.02216 2.67263
C 2.36647 1.45692 1.69194
C 0.01875 1.24431 3.13384
C 2.40040 -0.57420 -3.87256
C 3.16843 1.06119 -1.76275
C 2.91017 -1.75453 -1.37000
C -4.08875 -1.48106 0.33669
C -3.31210 0.78592 1.72743
C -2.18228 -1.79961 2.34064
H -3.58682 -3.30057 -1.86611
H -3.53966 -0.75432 -2.27481
H 2.04657 -0.64879 3.60152
H 2.31091 -1.54022 2.05801
H 0.77331 -1.73800 2.94142
H 2.54756 1.88048 2.69909
H 2.23014 2.28286 0.98164
H 3.24172 0.86051 1.39103
H 0.80952 1.57782 3.83250
H -0.66821 0.56511 3.65823
H -0.53982 2.12549 2.78503
H 3.25234 -1.26803 -3.95640
H 2.69255 0.38122 -4.33681
H 1.54289 -1.01351 -4.40428
H 4.09555 0.70240 -1.28154
H 2.66901 1.77871 -1.09390
H 3.43801 1.58400 -2.69646
H 3.66943 -2.11971 -2.06990
H 2.23309 -2.58576 -1.14666
H 3.38951 -1.44736 -0.44066
H -4.71780 -1.73309 1.20553
H -3.85876 -2.38307 -0.24303
H -4.63883 -0.78750 -0.31397
H -4.00957 0.43792 2.50742
H -3.87235 1.34232 0.96056
H -2.56800 1.45781 2.17236
H -3.12752 -2.22426 2.69394
H -1.68182 -1.27998 3.16340
H -1.53779 -2.62491 2.01911
C 0.26169 -4.30487 -1.04282
C 0.81628 -4.87684 0.10554
C 1.62848 -5.99118 -0.10469
C 1.90845 -6.41675 -1.40981
C 1.47575 -5.71781 -2.54094
C 0.63234 -4.63707 -2.34360
S -1.10829 -3.24597 -0.74077
H -1.89934 -4.17910 -0.19108
H 0.55529 -4.47513 1.10889
H 2.00572 -6.52419 0.76788
H 2.53619 -7.29179 -1.56765
H 1.76005 -6.02174 -3.55706
H 0.22576 -4.03435 -3.14377
N -1.51035 0.33372 -4.19453
C -1.73969 1.47495 -3.46021
N -1.42596 1.53245 -2.15342
C -1.54253 2.83472 -1.58149
C -1.02111 3.17477 -0.30770
C -0.66991 4.51901 -0.10488
C -0.92949 5.47985 -1.08153
C -1.53125 5.11418 -2.29743
C -1.82143 3.78010 -2.55456
S -2.14307 3.01496 -4.13642
H -1.81415 0.37207 -5.15140
H -1.60797 -0.60712 -3.70035
H -0.88459 2.39834 0.46321
H -0.11039 4.80235 0.79087
H -0.64712 6.51406 -0.92040
H -1.67641 5.85784 -3.06827

Computed properties:
<S²>: 3.75
spin multiplicity: 4
E_LUMO (alpha / beta): -9.48 / -9.37 eV
highest occupied orbital energy (alpha / beta): -16.69 / -16.69 eV
electronic energy: -3884.32564 a.u.
net charge: +3
gap between HOMO and LUMO (alpha / beta): 0.2649 / 0.2689 Eh


A molecular structure, C24H43FeNO2P2 in a non-equilibrium geometry, computed with ωB97M-V with the def2-TZVPD basis set.

Geometry (Å):
Fe 0.12012 2.18702 -0.21539
C 0.44759 0.69877 3.12493
C 1.54547 1.17144 2.37716
C -0.30951 2.48301 1.88079
C -0.69255 1.46235 2.80468
C 1.12551 2.31597 1.62832
C 0.50799 -0.28809 4.23182
H 1.34931 -0.98014 4.12616
H -0.41972 -0.86521 4.30011
H 0.62426 0.22055 5.20279
C -2.01594 1.36054 3.44848
H -2.31223 0.32171 3.64884
H -2.77585 1.83267 2.81730
H -2.04427 1.88171 4.41976
C -1.16732 3.56488 1.33598
H -0.84530 4.55423 1.69573
H -2.21242 3.41931 1.63659
H -1.14193 3.61702 0.22411
C 1.95792 3.25515 0.82335
H 2.02305 4.23666 1.32223
H 1.50990 3.46902 -0.17576
H 2.97537 2.88541 0.64735
C 2.93345 0.68940 2.47344
H 3.39283 0.98074 3.43260
H 3.54876 1.11649 1.67197
H 2.97215 -0.40829 2.40308
C -0.29141 -2.77112 2.07157
C 1.02048 -3.05187 1.99230
C 1.57406 -3.73026 0.77018
C 2.15055 -2.80224 -0.33328
C 1.26009 -2.51684 -1.48658
C -0.10173 -2.43005 -1.49250
C -0.86681 -1.95474 -0.26127
C -1.18329 -2.94423 0.87786
H 0.79097 -4.36730 0.33199
H 3.03531 -3.31350 -0.75455
H 2.41235 -4.37614 1.08120
H -1.14989 -3.99030 0.52358
H -0.81011 -2.49323 2.99695
H 1.70872 -2.86284 2.83556
H -2.21908 -2.75410 1.20577
H -0.34191 -1.08130 0.16461
H -0.72268 1.06069 -0.87201
H -1.84292 -1.56002 -0.58127
H 2.54744 -1.86128 0.09138
H 1.79699 -2.44888 -2.44294
P -0.73159 -1.52666 -2.95011
P 0.01445 2.49876 -2.20299
C -0.05570 0.02880 -3.56415
C -0.83919 1.33862 -3.37192
H 0.13752 -0.13511 -4.63491
H 0.92730 0.08131 -3.06846
H -0.95889 1.87131 -4.33039
H -1.84181 1.18954 -2.94594
C -0.76043 4.06195 -2.74804
H -0.61535 4.81511 -1.95965
H -1.83836 3.88841 -2.87768
H -0.31238 4.40846 -3.68954
C 1.73593 2.52248 -2.86149
H 1.75830 2.84104 -3.91258
H 2.20226 1.53248 -2.76150
H 2.33105 3.21644 -2.25272
C -2.52804 -1.53881 -2.98333
H -2.92136 -2.12688 -2.14269
H -2.82518 -2.01843 -3.92613
H -2.95128 -0.52567 -2.93205
C -0.18971 -2.62730 -4.31294
H 0.82170 -2.36021 -4.65158
H -0.89580 -2.55362 -5.15168
H -0.14550 -3.65452 -3.93731
O -2.78091 -1.87303 4.69162
N -2.83394 -2.74500 3.80341
O -3.76684 -3.54225 3.66981

Computed properties:
<S²>: 8.82
spin multiplicity: 6
ΔE to the lowest compared entry with this formula, charge and spin: 63.4 kcal per mole
E_LUMO (alpha / beta): -3.05 / -4.81 eV
highest occupied orbital energy (alpha / beta): -8.15 / -9.34 eV
electronic energy: -3091.34101 a.u.
net charge: +1
gap between HOMO and LUMO (alpha / beta): 0.1873 / 0.1666 Eh


A molecular structure, C24H43N2OP3Tl in a non-equilibrium geometry, computed with ωB97M-V with the def2-TZVPD basis set.

Geometry (Å):
Tl -0.58016 -2.67790 2.62499
P 1.14654 2.71373 -0.34451
P -1.22129 2.54413 -1.14701
P 1.39810 -0.30324 -3.23315
H -0.15011 -5.43803 3.81056
C 0.57657 -5.04005 3.09451
C 1.48720 -4.06057 3.41131
H 1.53813 -3.60452 4.41220
C 0.97249 2.80815 1.46954
C 1.46627 4.45702 -0.81070
C 2.83085 1.99923 -0.41713
C -2.35250 1.16373 -1.52426
C -2.15746 3.43549 0.14213
C -1.38191 3.64413 -2.60034
C 2.77071 -1.26395 -3.84496
C 1.51968 1.39667 -3.77179
C -0.14823 -1.03153 -3.77163
H 0.62446 -5.54646 2.12788
H 2.23679 -3.73666 2.67702
H 0.70547 1.81216 1.83944
H 0.20486 3.52940 1.76282
H 1.93810 3.10736 1.89407
H 0.66318 5.11434 -0.45246
H 1.54819 4.53876 -1.90375
H 2.41941 4.76148 -0.35627
H 2.81753 0.97743 -0.00130
H 3.51374 2.63782 0.16812
H 3.19820 1.94148 -1.44889
H -3.20957 1.55990 -2.09403
H -2.71769 0.72622 -0.58281
H -1.84486 0.38668 -2.11258
H -2.98100 3.98257 -0.33959
H -1.52449 4.14651 0.68733
H -2.57312 2.70877 0.85340
H -2.36017 3.45684 -3.06626
H -0.59245 3.44888 -3.33786
H -1.32482 4.69325 -2.28063
H 2.96901 -1.00526 -4.88807
H 2.53322 -2.32711 -3.74021
H 3.63969 -1.04062 -3.21863
H 2.22349 1.40169 -4.61438
H 1.90206 2.05489 -2.98007
H 0.54667 1.76982 -4.11322
H 0.03317 -1.41690 -4.78246
H -0.94920 -0.28363 -3.81191
H -0.42542 -1.85884 -3.10444
C 2.73108 -2.29155 -0.56772
C 1.48287 -2.96625 -0.26558
C 1.24544 -4.22203 -0.80196
C 2.28094 -4.91361 -1.44871
C 3.57777 -4.36624 -1.48656
C 3.84783 -3.12855 -0.92967
O 2.79487 -1.01557 -0.69861
H 1.57043 -0.40815 -1.82365
H 0.69507 -2.34540 0.17602
H 0.24060 -4.64798 -0.72450
H 2.08660 -5.88767 -1.90710
H 4.37810 -4.91749 -1.98328
H 4.84912 -2.68672 -0.88225
N -2.54456 1.76974 4.31356
C -1.47452 1.54022 3.51326
N -1.68530 0.48894 2.71245
C -2.96354 0.02178 2.99674
C -3.58208 -1.18864 2.64039
C -4.65893 -1.62747 3.41991
C -5.17323 -0.84458 4.46384
C -4.60430 0.40168 4.78323
C -3.50760 0.80131 4.03808
H -2.63643 2.51434 4.99303
H -0.56922 2.13792 3.59610
H -3.18988 -1.73865 1.78052
H -5.11818 -2.59601 3.20083
H -6.02744 -1.21236 5.03375
H -4.97485 1.04568 5.57784

Computed properties:
spin multiplicity: 1
ΔE to the lowest compared entry with this formula, charge and spin: 19.4 kcal per mole
E_LUMO (alpha / beta): -10.98 / -10.98 eV
highest occupied orbital energy (alpha / beta): -13.52 / -13.52 eV
electronic energy: -2320.52582 a.u.
net charge: +3
gap between HOMO and LUMO (alpha / beta): 0.0933 / 0.0933 Eh


A molecular structure, C24H43NO10P2SV in a non-equilibrium geometry, computed with ωB97M-V with the def2-TZVPD basis set.

Geometry (Å):
V -0.72392 0.00424 -0.98061
C 4.90295 1.45165 -2.81449
C 3.44926 1.47076 -2.43889
C 2.49629 1.15939 -3.56025
O 3.31107 0.38914 -1.35886
P 2.26147 -0.29772 -0.51037
O 0.94196 -0.65406 -1.30217
C 1.70714 0.80788 0.81091
P 0.30884 0.27401 1.82197
O -0.79449 -0.25084 0.82993
O 0.84408 -0.83791 2.71642
C 0.04786 -1.88712 3.50734
C 0.12697 -3.16139 2.71399
C 0.68300 -1.93773 4.86794
O -0.28877 1.47640 2.54784
C 0.02575 1.97164 3.97664
C 0.33108 3.43629 3.84101
C -1.17791 1.64259 4.81318
O 2.79405 -1.58654 0.09427
C 4.23834 -2.14565 0.04604
C 4.40952 -2.88848 1.33952
C 4.33981 -2.97990 -1.19855
H 5.08240 2.25606 -3.52891
H 5.16976 0.50866 -3.29063
H 5.54082 1.62102 -1.94960
H 3.18379 2.38314 -1.90473
H 2.67892 0.16734 -3.97257
H 2.66853 1.88481 -4.35703
H 1.45103 1.24379 -3.25978
H 1.45504 1.78366 0.37868
H 2.55516 0.96808 1.48657
H -0.96905 -1.49417 3.54897
H 1.15548 -3.51477 2.64937
H -0.27697 -3.03478 1.70900
H -0.46490 -3.92405 3.22149
H 1.73258 -2.22048 4.79443
H 0.17050 -2.69475 5.46293
H 0.59867 -0.98732 5.39255
H 0.90353 1.39887 4.27783
H -0.53539 3.98296 3.47072
H 1.18722 3.61662 3.19169
H 0.57806 3.82774 4.82879
H -2.05902 2.17228 4.45355
H -0.98384 1.96226 5.83812
H -1.38222 0.57230 4.83378
H 4.86415 -1.25578 -0.00088
H 3.76897 -3.76919 1.37332
H 4.20752 -2.25007 2.19847
H 5.44564 -3.22236 1.40800
H 3.61989 -3.79740 -1.17663
H 5.34002 -3.41335 -1.24258
H 4.19566 -2.38604 -2.10070
O -3.11571 0.32470 -3.15307
C -3.17126 -0.63172 -2.45566
N -1.89402 -1.01948 -1.70340
S -1.71292 -2.96890 -1.54488
O -1.87311 -3.37293 -2.89693
O -3.06045 -3.02635 -0.73513
C -4.27184 -2.63893 -1.36816
C -5.36933 -3.42487 -1.13465
C -6.57629 -3.05591 -1.72578
C -6.65789 -1.93274 -2.53824
C -5.53367 -1.16226 -2.76752
C -4.31068 -1.49907 -2.17211
H -5.28795 -4.30734 -0.51607
H -7.45456 -3.66385 -1.55541
H -7.59789 -1.66409 -2.99885
H -5.57933 -0.29140 -3.40708
C -1.24793 3.19401 -3.20532
C -1.48854 3.08059 -1.72677
C -0.52324 3.83829 -0.85745
C -2.92896 3.18269 -1.31049
O -1.12095 1.53203 -1.40065
H -1.54088 4.20468 -3.50110
H -1.85941 2.49053 -3.76490
H -0.19637 3.06834 -3.45911
H -0.71521 4.90397 -1.00170
H 0.51162 3.65615 -1.15086
H -0.67033 3.61777 0.20033
H -3.23875 4.21740 -1.47764
H -3.06335 2.96313 -0.25198
H -3.56708 2.54376 -1.91645

Computed properties:
spin multiplicity: 1
ΔE to the lowest compared entry with this formula, charge and spin: 17.7 kcal per mole
E_LUMO: -10.61 eV
highest occupied orbital energy: -17.07 eV
electronic energy: -3771.62489 a.u.
net charge: +3
gap between HOMO and LUMO: 0.2373 Eh


A molecular structure, C24H43O5S3Si4TeTi, computed with ωB97M-V with the def2-TZVPD basis set.

Geometry (Å):
Ti -1.61164 2.19773 0.11056
C -2.62316 2.96880 2.99237
O -2.25687 1.80402 2.24267
C -3.03870 1.57090 1.06600
C -4.38477 0.97674 1.26998
H -3.70252 3.12596 2.95164
H -2.10977 3.84558 2.59566
H -2.31585 2.79631 4.02406
H -5.00008 1.56881 1.95752
H -4.30809 -0.03691 1.68312
H -4.91092 0.92281 0.31629
O -2.12928 1.52165 -1.79598
S -1.23589 0.94069 -2.87848
C -2.01820 1.55055 -4.37357
C -1.42325 1.27065 -5.59398
C -2.00287 1.75903 -6.75345
C -3.15352 2.53428 -6.68136
C -3.72199 2.82676 -5.45020
C -3.15353 2.33596 -4.28267
C -1.74579 -0.77047 -2.99783
C -0.88790 -1.66733 -3.61129
C -1.24567 -3.00495 -3.66978
C -2.43899 -3.42855 -3.09970
C -3.27772 -2.51795 -2.47071
C -2.93304 -1.17653 -2.41489
H -0.51331 0.68396 -5.63832
H -1.54873 1.54666 -7.71254
H -3.59832 2.92451 -7.58778
H -4.60515 3.44954 -5.39328
H -3.56003 2.57244 -3.30882
H 0.06877 -1.33282 -3.99488
H -0.57882 -3.72115 -4.13179
H -2.70545 -4.47742 -3.12597
H -4.19387 -2.85589 -2.00411
H -3.54637 -0.45378 -1.89295
C 5.27265 -0.73138 1.39909
Si 3.72581 0.11638 0.71540
C 3.73467 -0.06227 -1.15632
C 3.78810 1.94570 1.12771
Si 1.76646 -0.82589 1.57856
Te -0.05222 -0.14638 0.05236
Si 1.20554 -0.06791 3.71580
C -0.44580 -0.81812 4.21205
C 2.51304 -0.57864 4.98290
C 1.03889 1.79737 3.72593
Si 1.78493 -3.15415 1.39995
C 2.23398 -3.62737 -0.36759
C 0.08961 -3.87019 1.79054
C 3.04342 -3.94763 2.56442
H 6.17838 -0.25981 1.00700
H 5.29728 -1.78729 1.11762
H 5.30854 -0.67406 2.48983
H 4.65300 0.36009 -1.57467
H 2.88041 0.47495 -1.57396
H 3.66143 -1.10749 -1.46516
H 4.63509 2.42271 0.62630
H 3.89361 2.11293 2.20181
H 2.87325 2.44116 0.79011
H -0.40002 -1.90803 4.26447
H -1.20738 -0.53667 3.48110
H -0.75374 -0.44235 5.19278
H 2.67028 -1.65971 4.98228
H 2.21057 -0.28238 5.99169
H 3.47181 -0.10022 4.76797
H 0.36148 2.13494 2.93879
H 1.99778 2.29215 3.56382
H 0.64351 2.13508 4.68948
H 1.59909 -3.08032 -1.06911
H 2.09078 -4.69921 -0.53341
H 3.27608 -3.38576 -0.58951
H -0.68535 -3.27438 1.30337
H -0.10297 -3.86801 2.86557
H 0.01293 -4.90198 1.43491
H 4.04010 -3.52259 2.42730
H 3.10787 -5.02562 2.38917
H 2.75557 -3.79605 3.60733
O -1.82018 4.22500 -0.55330
S -0.35474 4.45678 -0.22971
O -0.22528 3.48163 0.94917
O -0.04060 5.80747 0.13761
S 0.68360 3.68689 -1.71698

Computed properties:
spin multiplicity: 1
ΔE to the lowest compared entry with this formula, charge and spin: 1.0 kcal per mole
E_LUMO: 2.21 eV
highest occupied orbital energy: -3.79 eV
electronic energy: -4786.72261 a.u.
net charge: -1
gap between HOMO and LUMO: 0.2205 Eh